# 1
{"formula": "C3H5ClFN", "method": "ωB97M-V/def2-TZVPD", "lumo_ev": 0.988, "energy_ev": -19920.956, "smiles": "NC/C(Cl)=C\\F", "gap_ev": 10.236, "species": ["N", "C", "C", "Cl", "C", "F", "H", "H", "H", "H", "H"], "coordinates": [[-0.53922, -0.76260, -1.21517], [0.56223, -0.59824, -0.31642], [0.39118, 0.79361, 0.31003], [1.37135, 2.05372, -0.40105], [-0.48720, 1.02095, 1.26087], [-1.09562, -0.05226, 1.69958], [-1.40636, -1.07855, -0.77591], [-0.29921, -1.38201, -1.97075], [1.51555, -0.64616, -0.87853], [0.65630, -1.34753, 0.47364], [-0.66900, 1.99907, 1.81371]]}



# 2
{"formula": "C3H5ClFN3", "method": "ωB97M-V/def2-TZVPD", "lumo_ev": 0.769, "energy_ev": -22898.132, "smiles": "N/N=C\\N/C=C(/F)Cl", "gap_ev": 9.310, "species": ["N", "N", "C", "N", "C", "C", "F", "Cl", "H", "H", "H", "H", "H"], "coordinates": [[-1.79368, 0.89250, 0.72035], [-2.03957, -0.06231, -0.31643], [-1.10671, -1.05897, -0.56465], [0.09909, -0.87449, 0.24471], [0.94006, 0.09605, -0.40155], [2.18935, 0.43628, -0.17845], [2.78932, 1.57559, -0.40349], [3.22275, -0.73683, 0.31553], [-2.48651, 1.63273, 0.85882], [-1.28985, 0.79126, 1.47577], [-1.36972, -1.90211, -1.39867], [0.65732, -1.65398, 0.50883], [0.18815, 0.86428, -0.86076]]}



# 3
{"formula": "C3H5ClN2", "method": "ωB97M-V/def2-TZVPD", "lumo_ev": 0.508, "energy_ev": -18692.524, "smiles": "C=CN=C=N.Cl", "gap_ev": 8.937, "species": ["C", "C", "N", "C", "N", "H", "H", "H", "H", "Cl", "H"], "coordinates": [[0.39160, 1.20623, -0.07641], [0.51119, 0.64264, -1.31975], [0.82830, -0.69791, -1.38613], [1.00922, -1.34909, -0.36345], [1.22722, -1.82339, 0.70984], [-0.09094, 2.19334, 0.00294], [0.65275, 0.73993, 0.87431], [0.34009, 1.24185, -2.26246], [0.99968, -2.61846, 1.35758], [-3.02189, -1.00272, -0.04858], [-3.78750, -1.96190, 0.61794]]}



# 4
{"formula": "C3H5ClN2O4", "method": "ωB97M-V/def2-TZVPD", "lumo_ev": 0.291, "energy_ev": -26879.961, "smiles": "CCOC(=O)O/[N+]([O-])=N/Cl", "gap_ev": 10.896, "species": ["C", "C", "O", "C", "O", "O", "N", "O", "N", "Cl", "H", "H", "H", "H", "H"], "coordinates": [[1.18294, -1.95311, -0.56798], [1.28348, -0.67888, 0.25024], [0.01274, 0.00316, 0.20854], [-0.41949, 0.55960, 1.31967], [0.07469, 0.53077, 2.39796], [-1.63489, 1.16902, 1.14034], [-2.00130, 1.61018, -0.16146], [-3.10406, 1.34925, -0.51901], [-1.06113, 2.23918, -0.66889], [-1.37203, 2.84949, -2.22127], [0.42031, -2.60739, -0.15286], [0.92195, -1.72139, -1.59691], [2.13840, -2.46779, -0.55246], [2.02532, 0.00618, -0.17014], [1.53307, -0.88827, 1.29423]]}



HOMO level (Ha)
-0.340 -0.314 -0.310 -0.390
Energy relative to the best compared isomer or geometry (same formula, charge and spin) (eV)
0.173 2.065 1.588 0.000